Here is a 3-piece molecular cluster, C2H3F5N2O overall in a non-equilibrium geometry from OMol25. Energies are from ωB97M-V/def2-TZVPD.

Geometry as XYZ:
```
13
Properties=species:S:1:pos:R:3:forces:R:3
C 0.0008 -1.5625 2.5093 -1.5 0.7 0.6
C 0.5734 -0.1592 -0.5582 -1.0 0.2 0.7
N 0.4076 0.8464 0.1819 0.9 0.9 -0.3
N 1.8758 -0.3105 -1.0735 1.0 1.5 -0.8
O 0.5306 -1.4395 1.4404 0.4 -0.9 1.0
F -0.3100 -0.9973 -1.0438 0.4 0.5 -0.2
F -3.3207 3.2250 -3.6086 -0.1 -1.3 -2.5
F -0.8824 1.2351 0.4094 -0.6 -0.7 -0.1
F 2.2491 -1.5711 -1.3116 -0.2 -1.1 0.4
F 2.8123 0.1948 -0.1890 -0.6 -0.4 -0.2
H 0.5098 -1.4133 3.5154 -0.1 -0.4 -1.0
H -1.1432 -1.6848 2.5573 1.3 -0.1 0.1
H -3.3031 3.6367 -2.8289 0.1 1.3 2.6
```
Forces are in eV/Å.

Properties
relative energy (zero: lowest compared OMol25 entry of this formula, charge and spin) = 0.0 kJ/mol
DFT total energy = -20729.72939 eV
SMILES = F/N=C(\F)N(F)F.C=O.F
net charge = 0
F_max = 2.9 eV/A
E_LUMO = 0.41 eV
HOMO energy = -10.56 eV